No. 1
A gas-phase ion, C3H7ClNO3P (charge -2). Source: OMol25; level of theory: wB97M-V/def2-TZVPD.

Atoms and positions in Å:
C -0.709 -1.151 0.680
N -0.500 0.354 0.721
C -1.746 1.024 0.369
C 0.631 0.572 -0.597
Cl -0.168 0.172 -2.030
P 2.379 -0.262 -0.413
O 3.193 0.656 -1.277
O 2.141 -1.661 -0.909
O 2.656 -0.168 1.051
H 0.213 -1.630 0.981
H -1.534 -1.319 1.544
H -1.323 -1.676 -0.062
H -1.461 2.136 0.431
H -1.991 0.786 -0.770
H -2.569 0.558 0.967
H 0.787 1.607 -0.687

Computed properties:
Net charge ... -2
HOMO-LUMO gap ... 5.34 eV
Energy above the lowest of the compared OMol25 structures with the same formula, charge and spin ... 78.6 kcal/mol

Charges obtained by Mulliken population analysis, quoted in units of e: number 1, C, carries -0.943; number 2, N, carries -0.275; number 3, C, carries -0.827; number 4, C, carries -0.304; number 5, Cl, carries -0.253; number 6, P, carries 0.703; number 7, O, carries -0.787; number 8, O, carries -0.769; number 9, O, carries -0.770; number 10, H, carries 0.387; number 11, H, carries 0.272; number 12, H, carries 0.335; number 13, H, carries 0.246; number 14, H, carries 0.233; number 15, H, carries 0.327; number 16, H, carries 0.424

No. 2
A molecular structure, C28H50Al2BrClF8N2O13P3S. Source: OMol25; level of theory: wB97M-V/def2-TZVPD.

Atoms and positions in Å:
C 3.177 1.157 1.119
C 4.387 1.393 0.249
C 4.455 2.786 -0.399
C 4.052 2.788 -1.866
C 2.525 2.701 -2.007
C 2.038 1.615 -2.955
C 2.535 0.244 -2.589
C 1.905 -0.890 -3.391
C 0.405 -0.903 -3.154
C -0.193 -2.280 -2.990
C -1.691 -2.231 -2.854
C -2.161 -1.369 -1.740
C -3.665 -1.284 -1.652
C -4.213 -0.425 -2.812
C -4.656 1.008 -2.452
C -5.783 1.334 -3.476
C -6.454 2.679 -3.383
O -7.060 3.117 -4.310
F -6.344 3.375 -2.272
C -3.533 1.999 -2.713
O -3.597 3.114 -2.327
O -2.399 1.659 -3.274
N -5.168 1.247 -1.078
P -3.984 1.809 0.099
O -4.127 3.378 0.246
O -2.434 1.406 -0.381
S -6.565 0.538 -0.562
C -6.436 0.310 1.171
O -6.872 -0.798 -1.117
O -7.664 1.391 -0.786
H 3.115 0.102 1.337
H 3.239 1.671 2.065
H 2.242 1.415 0.647
H 5.249 1.301 0.890
H 4.485 0.664 -0.537
H 5.465 3.156 -0.339
H 3.831 3.466 0.159
H 4.560 2.007 -2.401
H 4.345 3.748 -2.253
H 2.182 3.623 -2.447
H 2.021 2.632 -1.060
H 2.321 1.907 -3.955
H 0.943 1.696 -2.936
H 2.232 0.064 -1.561
H 3.609 0.202 -2.598
H 2.143 -0.692 -4.424
H 2.308 -1.822 -3.043
H 0.247 -0.359 -2.209
H -0.096 -0.397 -3.977
H 0.075 -2.908 -3.820
H 0.238 -2.728 -2.102
H -2.067 -3.229 -2.742
H -2.055 -1.896 -3.814
H -1.746 -1.716 -0.804
H -1.851 -0.327 -1.901
H -3.989 -2.306 -1.811
H -4.022 -1.002 -0.673
H -3.504 -0.444 -3.616
H -5.096 -0.917 -3.196
H -6.520 0.552 -3.502
H -5.302 1.328 -4.439
H -3.557 3.917 -0.335
H -1.880 2.219 -0.401
H -7.370 -0.097 1.510
H -6.256 1.252 1.648
H -5.579 -0.309 1.374
Al -1.133 1.271 -2.199
C 10.203 -0.392 2.920
O 9.011 -0.228 3.723
P 8.039 -1.551 4.049
O 6.972 -1.272 3.046
O 7.696 -1.103 5.526
C 7.114 0.202 5.750
O 7.316 -3.215 4.436
C 5.920 -3.332 4.855
H 10.668 0.583 2.825
H 10.906 -1.070 3.401
H 9.944 -0.763 1.927
H 6.513 0.510 4.895
H 7.900 0.927 5.936
H 6.485 0.122 6.632
H 5.271 -2.856 4.127
H 5.837 -2.879 5.835
H 5.692 -4.393 4.916
F -1.192 3.156 -2.169
Br 7.993 -4.091 2.945
Al -6.440 -2.750 -1.880
C -2.673 3.050 5.232
C -2.364 2.047 6.147
C -1.772 0.872 5.719
C -1.499 0.732 4.372
C -1.803 1.707 3.449
C -2.397 2.879 3.880
N -0.848 -0.484 3.876
O -0.580 -1.359 4.633
O -0.632 -0.461 2.620
H -3.131 3.967 5.574
H -2.582 2.185 7.195
H -1.530 0.092 6.424
H -1.582 1.560 2.405
H -2.643 3.655 3.170
Cl 0.639 -2.143 2.004
F -4.256 -7.630 -3.664
P -4.243 -6.010 -3.928
F -3.642 -4.699 -4.774
F -4.239 -4.910 -2.632
F -4.800 -6.379 -5.425
F -2.659 -6.218 -3.478
F -5.838 -6.057 -3.462

Computed properties:
Net charge ... +1
HOMO-LUMO gap ... 1.72 eV

These are the Mulliken partial charges, in e, on atoms 1 to 99: number 1, C, carries -1.133; number 2, C, carries -0.176; number 3, C, carries -0.986; number 4, C, carries -0.990; number 5, C, carries -0.548; number 6, C, carries 0.259; number 7, C, carries -0.288; number 8, C, carries -1.347; number 9, C, carries 0.983; number 10, C, carries -1.915; number 11, C, carries -0.558; number 12, C, carries -1.124; number 13, C, carries -0.438; number 14, C, carries -1.474; number 15, C, carries 1.417; number 16, C, carries -1.196; number 17, C, carries 0.249; number 18, O, carries -0.526; number 19, F, carries -0.139; number 20, C, carries -0.345; number 21, O, carries -0.473; number 22, O, carries -0.424; number 23, N, carries 0.840; number 24, P, carries -0.467; number 25, O, carries -0.446; number 26, O, carries 0.322; number 27, S, carries 1.473; number 28, C, carries -1.296; number 29, O, carries -0.589; number 30, O, carries -0.700; number 31, H, carries 0.350; number 32, H, carries 0.480; number 33, H, carries -0.015; number 34, H, carries 0.438; number 35, H, carries 0.229; number 36, H, carries 0.420; number 37, H, carries 0.430; number 38, H, carries 0.435; number 39, H, carries 0.408; number 40, H, carries 0.518; number 41, H, carries 0.148; number 42, H, carries 0.300; number 43, H, carries -0.512; number 44, H, carries 0.112; number 45, H, carries 0.725; number 46, H, carries 0.367; number 47, H, carries 0.557; number 48, H, carries -0.503; number 49, H, carries 0.504; number 50, H, carries 0.487; number 51, H, carries 0.469; number 52, H, carries 0.214; number 53, H, carries 0.360; number 54, H, carries 0.879; number 55, H, carries 0.297; number 56, H, carries 0.258; number 57, H, carries 0.408; number 58, H, carries 0.864; number 59, H, carries 0.481; number 60, H, carries 0.767; number 61, H, carries 0.559; number 62, H, carries 0.416; number 63, H, carries 0.318; number 64, H, carries 0.447; number 65, H, carries 0.462; number 66, H, carries 0.432; number 67, Al, carries 0.042; number 68, C, carries -0.705; number 69, O, carries -0.270; number 70, P, carries 0.979; number 71, O, carries -0.448; number 72, O, carries -0.317; number 73, C, carries -0.604; number 74, O, carries -0.252; number 75, C, carries -0.544; number 76, H, carries 0.250; number 77, H, carries 0.342; number 78, H, carries 0.312; number 79, H, carries 0.323; number 80, H, carries 0.268; number 81, H, carries 0.257; number 82, H, carries 0.355; number 83, H, carries 0.233; number 84, H, carries 0.315; number 85, F, carries -0.561; number 86, Br, carries 0.141; number 87, Al, carries 0.736; number 88, C, carries -0.577; number 89, C, carries -0.429; number 90, C, carries -0.582; number 91, C, carries -0.046; number 92, C, carries -0.108; number 93, C, carries -0.350; number 94, N, carries 0.996; number 95, O, carries -0.537; number 96, O, carries -0.398; number 97, H, carries 0.404; number 98, H, carries 0.397; number 99, H, carries 0.482

No. 3
A molecular structure, C19H28IrN4O2S2. Source: OMol25; level of theory: wB97M-V/def2-TZVPD.

Atoms and positions in Å:
Ir 0.300 -1.300 0.790
C -0.011 1.059 3.010
C 0.472 -0.026 3.977
N 0.367 -1.350 3.353
C 1.385 -2.292 3.821
C 2.793 -1.918 3.354
S 2.882 -1.247 1.641
C 3.001 0.558 1.967
C 1.859 1.371 1.364
N 0.518 0.866 1.662
H -1.097 0.991 2.940
H 0.258 2.043 3.407
H 1.506 0.145 4.270
H -0.135 0.031 4.885
H -0.558 -1.739 3.526
H 1.392 -2.335 4.919
H 1.125 -3.280 3.442
H 3.272 -1.194 4.010
H 3.410 -2.816 3.348
H 3.088 0.709 3.038
H 3.932 0.890 1.505
H 1.963 2.406 1.717
H 1.973 1.363 0.277
H -0.127 1.284 0.997
C 0.175 4.090 -5.806
C 0.219 2.957 -4.852
C 0.367 3.182 -3.477
C 0.393 2.125 -2.588
C 0.274 0.828 -3.068
C 0.135 0.577 -4.424
C 0.113 1.638 -5.309
S 0.120 -0.528 -1.934
O -0.479 -1.664 -2.551
O 1.370 -0.750 -1.192
N -0.831 0.046 -0.717
C -2.027 -0.531 -0.460
C -3.046 -0.760 -1.397
C -4.216 -1.341 -0.959
C -4.353 -1.692 0.381
C -3.273 -1.494 1.228
N -2.148 -0.928 0.821
H -0.153 5.007 -5.324
H -0.461 3.863 -6.658
H 1.173 4.281 -6.207
H 0.449 4.198 -3.115
H 0.488 2.306 -1.528
H 0.034 -0.443 -4.756
H 0.003 1.445 -6.365
H -2.872 -0.481 -2.423
H -5.021 -1.534 -1.652
H -5.278 -2.092 0.764
H -3.326 -1.786 2.266
C -0.284 -3.437 1.048
H -0.896 -3.724 1.894
H 0.625 -4.031 1.014
H -0.846 -3.544 0.122

Computed properties:
Net charge ... +2
HOMO-LUMO gap (alpha / beta) ... 5.59 / 6.02 eV
Expectation value of S² ... 0.77
Energy above the lowest of the compared OMol25 structures with the same formula, charge and spin ... 109.9 kcal/mol
Multiplicity ... 2

Charges obtained by Mulliken population analysis, quoted in units of e: number 1, Ir, carries 2.137; number 2, C, carries -0.957; number 3, C, carries -0.698; number 4, N, carries -0.214; number 5, C, carries -0.776; number 6, C, carries -0.673; number 7, S, carries 0.007; number 8, C, carries -0.719; number 9, C, carries -0.703; number 10, N, carries -0.260; number 11, H, carries 0.379; number 12, H, carries 0.402; number 13, H, carries 0.295; number 14, H, carries 0.455; number 15, H, carries 0.283; number 16, H, carries 0.399; number 17, H, carries 0.401; number 18, H, carries 0.469; number 19, H, carries 0.471; number 20, H, carries 0.403; number 21, H, carries 0.575; number 22, H, carries 0.511; number 23, H, carries 0.203; number 24, H, carries 0.327; number 25, C, carries -1.469; number 26, C, carries 0.842; number 27, C, carries -1.104; number 28, C, carries -0.129; number 29, C, carries 0.347; number 30, C, carries -0.614; number 31, C, carries -0.788; number 32, S, carries 1.722; number 33, O, carries -0.602; number 34, O, carries -0.795; number 35, N, carries -0.389; number 36, C, carries 0.301; number 37, C, carries -0.612; number 38, C, carries -0.544; number 39, C, carries -0.778; number 40, C, carries -0.320; number 41, N, carries -0.164; number 42, H, carries 0.390; number 43, H, carries 0.398; number 44, H, carries 0.314; number 45, H, carries 0.414; number 46, H, carries 0.257; number 47, H, carries 0.535; number 48, H, carries 0.426; number 49, H, carries 0.481; number 50, H, carries 0.460; number 51, H, carries 0.434; number 52, H, carries 0.433; number 53, C, carries -1.305; number 54, H, carries 0.380; number 55, H, carries 0.404; number 56, H, carries 0.360

No. 4
11 unconnected molecules or ions with the total composition C5H35N2O10. Source: OMol25; level of theory: wB97M-V/def2-TZVPD.

Atoms and positions in Å:
C -0.270 -1.986 -1.597
N -0.389 -3.233 -0.851
C -1.484 -3.232 0.155
C 0.900 -1.075 -1.083
N 1.216 -0.077 -2.179
C 1.740 -0.298 1.147
C 0.552 -0.340 0.206
H -0.131 -2.291 -2.621
H -1.224 -1.366 -1.612
H 0.471 -3.514 -0.430
H -1.339 -2.614 0.969
H -1.540 -4.292 0.555
H -2.427 -2.949 -0.247
H 1.832 -1.685 -0.904
H 0.292 0.377 -2.521
H 1.716 -0.520 -2.961
H 1.866 0.764 -1.742
H 2.650 0.212 0.727
H 2.054 -1.345 1.441
H 1.534 0.201 2.058
H -0.289 -0.855 0.709
H 0.185 0.712 -0.029
H 2.769 -4.402 -0.427
H 2.844 -3.788 0.974
O 2.476 -3.643 0.099
H 0.270 3.035 1.804
H 0.929 3.223 3.191
O 1.043 3.214 2.231
H -0.727 2.355 -1.914
H -0.570 2.857 -0.489
O -0.219 2.937 -1.380
H -1.896 1.240 -3.554
H -2.173 0.527 -2.266
O -1.429 0.982 -2.780
H -1.823 1.995 1.203
H -1.882 3.476 1.120
O -1.324 2.739 1.042
H -3.820 -0.749 -1.188
H -3.159 0.149 -0.229
O -3.252 -0.031 -1.131
H 2.484 2.741 1.378
H 3.934 3.115 1.056
O 3.247 2.438 0.920
H -3.691 0.741 1.902
H -2.309 -0.059 2.010
O -2.871 0.602 1.442
H 2.736 2.264 -0.672
H 1.445 2.623 -1.536
O 2.330 2.168 -1.564
H -0.522 -1.258 2.679
H -1.365 -1.026 3.917
O -1.392 -1.058 2.970

Computed properties:
Net charge ... +1
HOMO-LUMO gap ... 8.78 eV
Energy above the lowest of the compared OMol25 structures with the same formula, charge and spin ... 48.2 kcal/mol

Charges obtained by Mulliken population analysis, quoted in units of e: number 1, C, carries -0.890; number 2, N, carries -0.251; number 3, C, carries -0.661; number 4, C, carries -0.275; number 5, N, carries 0.023; number 6, C, carries -1.649; number 7, C, carries 2.398; number 8, H, carries 0.357; number 9, H, carries 0.116; number 10, H, carries 0.360; number 11, H, carries 0.212; number 12, H, carries 0.353; number 13, H, carries 0.255; number 14, H, carries 0.337; number 15, H, carries 0.338; number 16, H, carries 0.415; number 17, H, carries 0.326; number 18, H, carries 0.310; number 19, H, carries 0.243; number 20, H, carries 0.527; number 21, H, carries -1.180; number 22, H, carries -0.422; number 23, H, carries 0.263; number 24, H, carries 0.267; number 25, O, carries -0.584; number 26, H, carries 0.379; number 27, H, carries 0.300; number 28, O, carries -0.685; number 29, H, carries 0.405; number 30, H, carries 0.430; number 31, O, carries -0.831; number 32, H, carries 0.270; number 33, H, carries 0.329; number 34, O, carries -0.636; number 35, H, carries 0.364; number 36, H, carries 0.279; number 37, O, carries -0.730; number 38, H, carries 0.294; number 39, H, carries 0.343; number 40, O, carries -0.651; number 41, H, carries 0.412; number 42, H, carries 0.304; number 43, O, carries -0.639; number 44, H, carries 0.257; number 45, H, carries 0.421; number 46, O, carries -0.770; number 47, H, carries 0.425; number 48, H, carries 0.495; number 49, O, carries -0.836; number 50, H, carries 0.239; number 51, H, carries 0.285; number 52, O, carries -0.640

no.,molar mass (g/mol),calculated total energy (eV)
1,171.52,-32667.7026
2,1069.00,-215631.5977
3,600.81,-54703.1912
4,283.34,-29203.7476